ORCA calculation (the ωB97M-V functional and the def2-TZVPD basis) on a 12-piece molecular cluster, C27H80N3O15 overall.

Computed properties:
Calculated total energy   -64453.987 eV
Net charge   -1

The geometry in XYZ format:
```
125
Properties=species:S:1:pos:R:3:lowdin_charge:R:1
C -0.6024 0.5428 -0.3159 -0.290
O -1.3591 1.2282 -1.2775 -0.346
H 0.3726 0.9197 -0.5994 0.079
H -0.5663 -0.5840 -0.0761 0.070
H -0.3486 0.9709 0.6004 0.034
C -1.1618 0.2656 -4.4240 -0.109
O -0.2460 -0.0724 -3.3976 -0.299
H -1.8319 1.1646 -4.1942 0.098
H -1.8875 -0.7268 -4.4696 0.141
H -0.4909 0.2638 -5.2867 0.083
H -0.7256 0.4799 -2.6489 0.090
C -0.2458 4.1988 -1.7439 -0.138
O 0.2238 3.0066 -2.2438 -0.122
H -1.2646 4.2625 -1.7916 0.064
H 0.1169 4.9992 -2.0706 0.015
H -0.1002 4.1860 -0.6451 0.085
H -0.5599 2.4356 -2.0484 0.032
C 3.1766 1.5516 -2.9985 -0.131
O 2.8254 2.8320 -3.5780 -0.172
H 3.9431 1.5089 -2.1450 0.091
H 3.7367 0.9766 -3.8483 0.103
H 2.1830 1.1382 -2.7700 0.064
H 1.8977 2.8941 -3.3486 0.034
C -4.5418 1.2767 -2.6082 -0.265
O -3.7414 0.3001 -2.3229 -0.092
H -5.1716 1.9242 -1.7840 0.117
H -5.2637 1.1652 -3.2789 0.007
H -3.9884 2.2851 -3.0719 0.131
H -2.9587 0.6758 -1.9920 0.004
C -0.9465 4.4675 2.2223 -0.212
O -2.2944 4.9044 1.8766 -0.184
H -0.8322 4.6320 3.4045 0.098
H -0.1469 5.0675 1.5460 0.102
H -0.7681 3.2906 2.1986 0.055
H -2.3892 4.1850 1.1494 0.057
C -0.0223 1.4184 3.8044 -0.171
O 0.2618 1.2372 5.1801 -0.146
H -1.0139 1.0962 3.4348 0.075
H 1.0118 1.1707 3.1051 0.105
H 0.0509 2.7362 3.7632 0.119
H 0.0613 0.3322 5.4467 0.072
C 0.5996 -2.0840 -2.9205 -0.233
O 0.7010 -1.6916 -4.2219 -0.126
H -0.4526 -2.4650 -2.6052 0.100
H 0.9561 -1.2334 -2.1193 0.131
H 1.1997 -2.9100 -2.5289 0.041
H 0.6900 -0.7395 -4.1151 -0.031
C -3.8644 2.0260 0.8771 -0.214
O -3.1523 2.8448 0.1660 -0.097
H -3.1995 1.3717 1.2768 0.060
H -4.4401 1.3702 0.3279 0.049
H -4.4988 2.4497 1.4908 0.057
H -2.4260 2.4698 -0.3967 0.084
C -2.9691 -1.2766 -0.4098 -0.044
O -2.9061 -2.4070 0.5386 -0.172
C -2.6850 -2.0362 1.7941 -0.318
C -2.9150 -3.2111 2.6301 -0.175
N -2.6365 -2.8999 4.0755 -0.069
C -3.0885 -3.9580 4.9820 -0.209
C -3.0268 -3.4792 6.4319 -0.256
O -3.3995 -4.6458 7.1282 -0.199
C -3.5301 -4.4653 8.6179 -0.023
H -3.8704 -0.7288 -0.3619 0.065
H -3.0833 -1.7182 -1.3958 0.085
H -1.8928 -0.7902 -0.4457 0.074
H -3.2373 -1.2965 2.0543 0.065
H -1.5058 -1.8538 1.8263 0.147
H -2.3365 -4.0660 2.2649 0.133
H -3.8911 -3.5219 2.6521 0.088
H -3.1666 -2.1288 4.4820 0.100
H -2.2761 -4.7063 4.8530 0.151
H -4.0911 -3.9875 4.9284 0.080
H -3.8496 -2.7083 6.6661 0.146
H -2.1536 -3.0141 6.5677 0.073
H -2.6165 -3.9293 9.0181 0.112
H -3.7537 -5.3532 9.0523 0.042
H -4.3766 -3.8716 8.6840 0.051
C 1.4123 -0.9271 1.4950 -0.133
O 1.8057 -2.1733 0.9702 -0.172
C 0.7859 -3.1459 0.9548 -0.190
C 1.4169 -4.4112 0.3379 -0.259
N 0.5064 -5.4153 0.2125 -0.075
C 0.9720 -6.5700 -0.5048 -0.182
C -0.2648 -7.4846 -0.6542 -0.331
O -0.1353 -8.3794 -1.5932 -0.195
C -1.2719 -9.1068 -1.7853 -0.133
H 2.3692 -0.2085 1.5914 0.129
H 1.0135 -0.8908 2.4053 0.003
H 0.6734 -0.2030 0.8432 0.067
H -0.1421 -2.9317 0.1137 0.175
H 0.3468 -3.2044 1.9712 0.124
H 2.0498 -4.8905 1.0242 0.108
H 1.8685 -4.1754 -0.6930 0.148
H -0.0017 -5.0396 -0.4703 0.047
H 1.7995 -7.1945 0.0543 0.157
H 1.3162 -6.6347 -1.4981 0.101
H -1.1497 -6.7736 -0.7425 0.145
H -0.4702 -8.0520 0.2481 0.115
H -1.4519 -9.7083 -0.8583 0.100
H -0.8727 -9.9844 -2.5565 0.136
H -1.9760 -8.5242 -2.3938 0.095
C 6.2568 6.7156 -6.0466 0.027
O 6.2546 6.0244 -4.6775 -0.241
C 5.0077 5.6938 -4.1302 -0.267
C 5.3481 5.3385 -2.7659 -0.309
N 4.1506 4.9847 -2.0324 -0.081
C 4.4782 4.6016 -0.6717 -0.186
C 3.2030 4.0174 0.0788 -0.244
O 3.4790 3.6455 1.3242 -0.124
C 2.5396 2.8666 2.0114 -0.089
H 5.6533 7.4552 -5.7789 0.027
H 5.6462 6.0540 -6.5113 0.052
H 7.2084 6.8716 -6.3747 0.062
H 4.6421 4.7858 -4.5899 0.114
H 4.3388 6.7074 -4.3549 0.179
H 5.9856 6.1595 -2.1606 0.157
H 6.1915 4.6704 -2.7039 0.108
H 3.9545 3.9407 -2.5997 0.160
H 4.8235 5.5440 -0.3612 0.095
H 5.1879 3.8214 -0.7271 0.099
H 2.7985 3.3343 -0.5955 0.087
H 2.4511 4.8017 0.1532 0.121
H 2.8803 2.4099 2.8524 0.073
H 2.0051 2.2029 1.4638 0.035
H 1.6686 3.4194 2.1080 0.049
```